Record 1
The following is a DFT calculation (ωB97M-V with the def2-TZVPD basis set) of a cluster of 8 separate species, C29H48O24 in total.

```
! wB97M-V def2-TZVPD RIJCOSX def2/J DEFGRID3
* xyz 0 1
C 2.3596 -2.9405 2.5555
C 3.5366 -2.8595 1.5115
C 4.6826 -1.9675 1.9745
O 5.6196 -2.8715 2.3305
C 5.3216 -4.0635 1.9495
O 6.0596 -5.0235 2.0465
O 4.0946 -4.1435 1.4005
H 2.8926 -2.9955 3.5765
H 1.9006 -3.9655 2.4675
H 1.5866 -2.1145 2.5345
H 3.0776 -2.6455 0.5385
H 4.5956 -1.4185 2.9705
H 5.1296 -1.3055 1.2835
C -0.0784 2.7705 -4.5245
C 0.1856 1.2095 -4.3255
C 1.2136 0.5755 -5.2195
O 2.3146 0.7295 -4.4445
C 2.0416 0.9025 -3.2195
O 2.7896 0.9375 -2.2925
O 0.7586 1.0935 -3.0795
H -0.6814 2.8955 -3.6965
H -0.6414 3.0865 -5.4725
H 0.7856 3.3425 -4.2255
H -0.8644 0.7785 -4.2865
H 1.2896 1.0005 -6.1945
H 1.1506 -0.5275 -5.2075
C 3.5336 1.0045 0.6295
C 2.1526 1.3825 1.2315
C 1.0696 1.1195 0.2435
O 0.0686 0.5905 1.0155
C 0.5086 0.3865 2.2855
O -0.1324 -0.2255 3.1245
O 1.7886 0.6955 2.3575
H 3.3646 -0.0105 0.1515
H 4.2936 0.9845 1.3785
H 3.9716 1.6085 -0.0895
H 2.0666 2.4555 1.5265
H 1.3796 0.3425 -0.4675
H 0.7436 1.9645 -0.4295
C -6.3724 -0.2575 5.1775
C -5.3554 -0.0145 4.0085
C -4.2084 -1.0795 3.8955
O -4.3344 -1.2905 2.4825
C -5.3954 -0.7115 1.9385
O -5.6964 -0.9305 0.8135
O -6.0804 0.0705 2.7825
H -7.0464 0.5075 4.8835
H -5.9514 -0.1895 6.3015
H -7.0244 -1.1475 5.1955
H -4.8274 0.9015 4.0855
H -4.5214 -1.9955 4.4895
H -3.1804 -0.6495 4.1705
C -3.3524 3.5365 1.0425
C -2.2724 2.5605 1.4305
C -1.0944 3.2875 2.0445
O -1.0004 2.7875 3.3335
C -1.9924 1.9045 3.5835
O -2.1514 1.3855 4.6265
O -2.7544 1.7895 2.5365
H -3.7054 4.2125 1.8265
H -4.2024 3.0195 0.5365
H -3.1364 4.1755 0.1875
H -2.0514 1.8435 0.6055
H -1.2064 4.3525 2.1215
H -0.1854 3.0065 1.4655
C 4.8196 -1.6335 -3.5795
O 5.0356 -2.3765 -2.3865
C 6.3016 -2.5095 -1.9645
O 7.3856 -1.9285 -2.5935
O 6.3926 -3.2725 -0.8935
C 7.5826 -3.9675 -0.7505
H 4.8436 -0.5695 -3.4175
H 3.8576 -1.8715 -4.0795
H 5.6586 -1.8185 -4.2415
H 8.1076 -3.6305 0.1665
H 8.1906 -3.9185 -1.6415
H 7.4526 -5.0215 -0.6325
C 1.8236 -2.2935 -1.8645
O 0.4926 -1.6825 -1.9925
C -0.3994 -2.0035 -1.0125
O 0.0226 -2.5595 0.2225
O -1.6384 -1.5005 -1.2475
C -2.6124 -1.4265 -0.1555
H 2.5416 -1.7885 -1.2175
H 2.1096 -2.4015 -2.8395
H 1.7366 -3.2415 -1.3205
H -2.3354 -1.9615 0.8395
H -3.5634 -1.9035 -0.4145
H -2.6324 -0.3645 -0.1315
C -7.0964 3.4105 -1.2585
O -6.0314 2.3715 -1.4275
C -4.8454 2.6715 -1.9215
O -4.3654 3.9775 -2.1475
O -4.0224 1.5695 -1.9285
C -2.6784 1.7005 -2.3785
H -6.9784 3.9905 -0.3035
H -7.9194 2.7385 -1.1935
H -7.1894 4.0175 -2.1315
H -2.1964 2.6985 -2.2365
H -2.7174 1.6745 -3.4465
H -1.9604 0.9665 -1.9485
*
```

Computed properties:
SMILES = C[C@H]1COC(=O)O1.C[C@H]1COC(=O)O1.C[C@H]1COC(=O)O1.C[C@H]1COC(=O)O1.C[C@H]1COC(=O)O1.COC(=O)OC.COC(=O)OC.COC(=O)OC
electronic energy = -2939.3977 a.u.
ΔE to the lowest compared entry with this formula, charge and spin = 721.9 kJ/mol
HOMO-LUMO gap = 10.50 eV
max |F| = 8.7 eV/A

---

Record 2
The following is a DFT calculation (ωB97M-V with the def2-TZVPD basis set) of an isolated molecule of CH2S3.

```
! wB97M-V def2-TZVPD RIJCOSX def2/J DEFGRID3
* xyz 0 1
C 0.6236 -0.4138 -0.2814
S 0.9780 -0.2861 -1.9918
S 1.7999 0.8667 -0.4786
S -0.9930 0.1226 0.3397
H 1.1363 -1.2387 0.1089
H -0.9543 1.4285 0.1044
*
```

Computed properties:
SMILES = SC1SS1
electronic energy = -1233.8234 a.u.
ΔE to the lowest compared entry with this formula, charge and spin = 76.4 kJ/mol
HOMO-LUMO gap = 8.41 eV
max |F| = 1.9 eV/A

---

Record 3
The following is a DFT calculation (ωB97M-V with the def2-TZVPD basis set) of a cluster of 3 separate species, C4H13N3 in total.

```
! wB97M-V def2-TZVPD RIJCOSX def2/J DEFGRID3
* xyz 0 1
C 1.6069 -2.0185 -0.7537
C 1.6715 -0.3412 1.0044
N 0.8387 -1.1171 0.0926
H 0.1633 -1.6521 0.6302
H 0.9266 -2.5798 -1.3939
H 2.2291 -2.7258 -0.1859
H 2.2638 -1.4274 -1.3942
H 2.3621 0.2682 0.4193
H 2.2644 -0.9679 1.6856
H 1.0401 0.3373 1.5769
C -2.7419 0.8489 0.4493
C -1.5863 1.7403 0.5195
N -0.4730 1.2916 -1.1882
N -0.9228 2.5829 1.0234
H -0.0752 0.3736 -0.9600
H -0.4977 1.4422 -2.1951
H 0.0096 2.0841 -0.5922
H -3.4482 1.0964 1.2401
H -3.2095 0.9524 -0.5323
H -2.4214 -0.1881 0.5540
*
```

Computed properties:
SMILES = CC#N.CNC.N
electronic energy = -324.4033 a.u.
ΔE to the lowest compared entry with this formula, charge and spin = 188.1 kJ/mol
HOMO-LUMO gap = 9.63 eV
max |F| = 4.0 eV/A

---

Record 4
The following is a DFT calculation (ωB97M-V with the def2-TZVPD basis set) of a structure of composition C40H28IrN7O2PS.

```
! wB97M-V def2-TZVPD RIJCOSX def2/J DEFGRID3
* xyz -1 1
Ir 0.0260 0.0889 0.1095
C -0.6699 -1.7752 6.0432
C -1.1467 -0.4745 6.0053
C -0.9266 0.3184 4.8854
C -0.2280 -0.1888 3.7951
C 0.2660 -1.4947 3.8445
C 0.0405 -2.2828 4.9617
P 0.1719 0.8079 2.3196
C -0.6943 2.3815 2.6063
C -2.0895 2.3717 2.6738
C -2.7902 3.5569 2.8143
C -2.1075 4.7662 2.8785
C -0.7250 4.7840 2.8015
C -0.0185 3.5942 2.6656
C 1.9299 1.1355 2.5268
C 2.5058 1.5745 3.6899
C 3.8956 1.7880 3.7411
C 4.6645 1.5351 2.6373
C 4.0976 1.0514 1.4351
C 4.8884 0.7322 0.3076
C 4.2864 0.2159 -0.8008
C 2.8878 0.0159 -0.8562
C 2.0529 0.3433 0.1884
C 2.6940 0.8530 1.3680
H -0.8447 -2.3922 6.9160
H -1.6938 -0.0705 6.8481
H -1.3066 1.3316 4.8618
H 0.8003 -1.8897 2.9913
H 0.4187 -3.2970 4.9881
H -2.6315 1.4366 2.6185
H -3.8720 3.5355 2.8628
H -2.6566 5.6948 2.9718
H -0.1842 5.7199 2.8053
H 1.0597 3.6262 2.5795
H 1.8969 1.7539 4.5693
H 4.3513 2.1469 4.6553
H 5.7368 1.6936 2.6728
H 5.9600 0.8901 0.3468
H 4.8846 -0.0516 -1.6641
H 2.4805 -0.4328 -1.7504
S -0.0269 -0.2802 -2.2504
C -1.5946 -1.0247 -2.3151
N -2.0521 -1.7741 -3.2624
N -1.1945 -2.0492 -4.2478
C -1.5389 -2.9552 -5.2406
C -0.5552 -3.3645 -6.1429
C -0.8691 -4.2457 -7.1621
C -2.1619 -4.7342 -7.3028
C -3.1357 -4.3243 -6.4022
C -2.8389 -3.4425 -5.3756
N -2.5322 -0.8824 -1.2859
N -2.0959 -0.4177 -0.2206
C -3.0992 -0.3239 0.7971
C -2.9179 -1.0667 1.9532
C -3.8504 -0.9695 2.9741
C -4.9418 -0.1200 2.8410
C -5.1160 0.6096 1.6721
C -4.2006 0.5010 0.6348
H -0.2130 -1.8484 -4.0702
H 0.4551 -2.9873 -6.0351
H -0.0937 -4.5547 -7.8523
H -2.4051 -5.4238 -8.1004
H -4.1485 -4.6969 -6.4973
H -3.5950 -3.1236 -4.6731
H -2.0536 -1.7107 2.0265
H -3.7103 -1.5463 3.8797
H -5.6587 -0.0272 3.6469
H -5.9693 1.2677 1.5664
H -4.3133 1.0632 -0.2825
N -0.1511 2.0336 -0.3916
C 0.0225 3.1051 -0.7853
C 0.2346 4.3970 -1.2542
C -0.4687 4.8766 -2.3842
N -1.0426 5.2784 -3.3020
C 1.1713 5.2205 -0.5881
N 1.9411 5.8923 -0.0476
O 1.2598 -2.9153 -0.9540
C 0.6932 -2.8855 0.1150
O 0.1825 -1.8736 0.7530
H 0.6393 -3.7988 0.7437
*
```

Computed properties:
electronic energy = -2918.8739 a.u.
ΔE to the lowest compared entry with this formula, charge and spin = 5.1 kJ/mol
HOMO-LUMO gap (spin up / spin down) = 6.78 / 6.78 eV
max |F| = 0.7 eV/A

---

Record 5
The following is a DFT calculation (ωB97M-V with the def2-TZVPD basis set) of a structure of composition C31H26BrFeN4O2P.

```
! wB97M-V def2-TZVPD RIJCOSX def2/J DEFGRID3
* xyz 2 5
Fe 1.3520 -1.4792 -0.0946
N -0.3308 -2.5752 -2.3902
P -0.2182 -0.9400 -1.9026
C -0.4130 0.0505 -3.3771
C -1.6565 0.1218 -4.0124
C -1.7821 0.8453 -5.1846
C -0.6789 1.5050 -5.7159
C 0.5535 1.4427 -5.0828
C 0.6911 0.7117 -3.9128
C -1.6350 -0.6090 -0.8230
C -2.0741 -1.5971 0.0577
C -3.0212 -1.2964 1.0252
C -3.5253 -0.0066 1.1261
C -3.0910 0.9810 0.2508
C -2.1477 0.6844 -0.7235
C 0.6324 -3.5184 -2.0963
C 0.6290 -4.7640 -2.7360
C 1.6247 -5.6645 -2.4488
C 2.6241 -5.3301 -1.5238
C 2.5516 -4.1107 -0.9166
N 1.5653 -3.2124 -1.1766
H -0.9930 -2.8381 -3.1083
H -2.5239 -0.3712 -3.5883
H -2.7399 0.9019 -5.6832
H -0.7851 2.0741 -6.6295
H 1.4061 1.9606 -5.4994
H 1.6555 0.6558 -3.4223
H -1.6992 -2.6129 -0.0235
H -3.3741 -2.0698 1.6938
H -4.2702 0.2255 1.8749
H -3.5055 1.9791 0.3117
H -1.8253 1.4561 -1.4131
H -0.1465 -4.9929 -3.4539
H 1.6372 -6.6285 -2.9392
H 3.4298 -6.0092 -1.2904
H 3.2916 -3.8025 -0.1875
C 1.4386 -3.6059 2.3626
O 1.3358 -2.2304 1.9243
C 1.1885 -1.2657 2.9260
C 1.2655 -1.5010 4.2824
C 1.1040 -0.4164 5.1471
Br 1.2156 -0.7207 6.9970
C 0.8582 0.8593 4.6763
C 0.7725 1.0894 3.3035
C 0.9633 0.0179 2.4571
O 0.9935 0.1643 1.0666
C 0.5422 2.4286 2.7578
N 1.0407 3.5161 3.2418
C 0.6088 4.5300 2.3948
C 0.8426 5.9025 2.4678
C 0.2570 6.6969 1.5048
C -0.5424 6.1504 0.4888
C -0.7721 4.7904 0.3962
C -0.1719 3.9974 1.3644
N -0.1719 2.6130 1.5701
H 0.6230 -3.8280 3.0473
H 2.4029 -3.7665 2.8409
H 1.3439 -4.2208 1.4699
H 1.4493 -2.4828 4.6906
H 0.7329 1.6934 5.3521
H 0.9481 1.1128 0.8197
H 1.4530 6.3164 3.2579
H 0.4083 7.7669 1.5311
H -0.9889 6.8132 -0.2397
H -1.3870 4.3769 -0.3924
H -0.9614 2.0351 1.3089
*
```

Computed properties:
electronic energy = -5745.0348 a.u.
HOMO-LUMO gap (spin up / spin down) = 7.28 / 6.09 eV
max |F| = 0.3 eV/A

---

Record 6
The following is a DFT calculation (ωB97M-V with the def2-TZVPD basis set) of a cluster of 8 separate species, C16H48O8S8 in total.

```
! wB97M-V def2-TZVPD RIJCOSX def2/J DEFGRID3
* xyz 0 1
C -0.1178 -0.3636 -0.9235
S -0.7188 1.0764 -0.2375
O -2.0188 1.4394 -0.9355
C -1.1818 0.5254 1.4945
H -0.2078 -0.2776 -2.0385
H -0.9808 -1.0526 -0.6915
H 0.7942 -0.7466 -0.5375
H -1.4678 1.2554 2.2115
H -0.3408 -0.2346 1.9505
H -1.9868 -0.2836 1.4155
C -0.8188 1.4264 5.7115
S -1.2408 3.2084 5.5655
O -0.6978 3.4784 4.1455
C -2.9828 2.9174 5.5435
H -1.1218 0.9224 4.7255
H -1.3578 1.0404 6.5525
H 0.1262 1.3994 6.0945
H -3.3808 2.4444 6.4545
H -3.2508 2.2794 4.6765
H -3.5998 3.8974 5.5425
C -0.8138 -4.6916 3.5675
S -2.3148 -4.9726 2.7625
O -3.4108 -4.3886 3.6565
C -2.1688 -3.7546 1.5195
H -0.1278 -4.3076 2.8195
H -0.4288 -5.3646 4.3005
H -0.8938 -3.6296 4.1555
H -2.3788 -4.0086 0.4615
H -1.1078 -3.4056 1.3495
H -2.9688 -3.0966 1.5875
C -5.9238 -0.6656 -1.9975
S -4.3478 -1.3616 -1.7095
O -4.3768 -2.8686 -1.3155
C -3.4528 -1.0556 -3.2565
H -5.8128 0.4314 -2.2365
H -6.4928 -0.7656 -1.0425
H -6.4348 -1.1096 -2.6745
H -3.9478 -1.5316 -3.9645
H -2.3748 -1.5016 -3.1005
H -3.3758 0.0704 -3.2495
C 0.9752 -2.3866 -4.5535
S 2.4832 -1.6596 -5.0475
O 2.6102 -0.2476 -4.3735
C 3.7322 -2.5316 -4.3045
H 0.6762 -2.4016 -3.4425
H 1.2002 -3.5336 -5.0185
H 0.4102 -1.9886 -5.1895
H 3.5362 -2.4756 -3.3155
H 4.7162 -2.1266 -4.4175
H 3.6592 -3.5786 -4.5515
C 3.8232 0.8114 0.2335
S 3.2272 0.8134 -1.5075
O 2.1322 1.8764 -1.5145
C 4.6992 1.6844 -2.1155
H 3.6882 1.6234 0.5875
H 4.7552 0.6604 0.2565
H 3.1682 0.2824 0.8725
H 4.3122 1.8104 -3.1595
H 5.6212 1.1344 -1.8825
H 4.7282 2.7074 -1.5205
C 2.0542 -1.0216 3.7145
S 2.8912 0.4754 3.9625
O 4.1502 0.0714 3.0615
C 1.8582 1.4884 3.0005
H 1.0392 -1.0186 4.0425
H 2.6142 -1.4656 4.5585
H 1.9842 -1.2136 2.6545
H 0.9822 1.5974 3.7245
H 1.7822 0.9604 2.0395
H 2.5112 2.5024 2.8645
C -0.6738 3.1174 -3.3145
S 0.6072 2.5524 -4.4345
O -0.0818 2.9214 -5.7375
C 1.5642 3.9694 -3.9785
H -0.3708 3.0374 -2.3405
H -1.5258 2.3064 -3.4585
H -1.0168 4.0914 -3.4425
H 2.5042 4.1454 -4.3285
H 1.6442 3.8164 -2.7775
H 1.0332 4.8174 -4.1975
*
```

Computed properties:
electronic energy = -4425.1911 a.u.
ΔE to the lowest compared entry with this formula, charge and spin = 957.4 kJ/mol
HOMO-LUMO gap = 8.13 eV
max |F| = 11.9 eV/A

---

Record 7
The following is a DFT calculation (ωB97M-V with the def2-TZVPD basis set) of a cluster of 2 separate species, C5H7NO in total.

```
! wB97M-V def2-TZVPD RIJCOSX def2/J DEFGRID3
* xyz 0 1
C -0.1664 1.0940 0.0673
C -1.5654 1.2536 0.0492
C -2.3612 0.0489 -0.1547
C -1.5989 -1.1401 -0.1092
C -0.2054 -1.1836 0.0327
H 4.8577 -0.3371 0.5176
H 3.1639 0.0866 0.2067
H 0.3977 2.0534 -0.1760
H -1.9195 2.2781 -0.0133
H -3.3926 0.0945 -0.4869
H -2.0851 -2.0882 -0.0749
H 0.3125 -2.1433 0.2617
N 0.4802 -0.1121 0.1300
O 4.0824 0.0952 -0.2504
*
```

Computed properties:
SMILES = c1ccncc1.O
electronic energy = -324.6557 a.u.
ΔE to the lowest compared entry with this formula, charge and spin = 180.6 kJ/mol
HOMO-LUMO gap = 10.18 eV
max |F| = 5.7 eV/A